Here is one molecule with the formula C13H15N3O3S from OMol25. Energies are from wB97M-V/def2-TZVPD.

## Properties
- structure (SMILES) = Nc1ccc(S(=O)(=O)Nc2noc3c2CCCC3)cc1
- Kohn-Sham gap (eV) = 9.15
- E_HOMO (eV) = -8.43
- net charge = 0
- E_LUMO (Eh) = 0.02656
- relative energy (zero: lowest compared OMol25 entry of this formula, charge and spin) (eV) = 4.662

Last columns: bonded neighbours and bond lengths (Å).
Cartesian coordinates (Å):
1 O 1.00091 -1.65761 0.38172  S20 1.450
2 O -1.42031 -1.68294 0.03461  S20 1.459
3 N 0.30149 2.37783 -0.83632  O4 1.433, C5 1.283
4 O 0.73484 2.74042 -2.15313  N3 1.433, C6 1.376
5 C 0.26363 1.09547 -0.86479  N3 1.283, C7 1.525, N15 1.332
6 C 0.87171 1.58845 -2.89363  O4 1.376, C7 1.368, C16 1.486
7 C 0.78609 0.44835 -2.14320  C5 1.525, C6 1.368, C17 1.523
8 C -1.89019 -1.13430 4.43561  C10 1.440, C12 1.402, H21 1.109
9 C 0.07535 0.23183 4.44049  C11 1.415, C12 1.388, H22 1.104
10 C -1.81930 -1.28920 3.00622  C8 1.440, C13 1.455, H23 1.089
11 C 0.23168 0.04662 3.04609  C9 1.415, C13 1.377, H24 1.051
12 C -1.03747 -0.25236 5.11507  C8 1.402, C9 1.388, N14 1.345
13 C -0.65712 -0.72831 2.33486  C10 1.455, C11 1.377, S20 1.862
14 N -1.25300 0.17736 6.37170  C12 1.345, H25 1.030, H26 1.007
15 N -0.25237 0.63892 0.27499  C5 1.332, S20 1.612, H27 0.981
16 C 1.20158 1.56516 -4.34214  C6 1.486, C18 1.608, H28 1.095, H29 1.112
17 C 0.74961 -0.95869 -2.72477  C7 1.523, C19 1.569, H30 1.110, H31 1.129
18 C 0.56116 0.21986 -4.94711  C16 1.608, C19 1.549, H32 1.111, H33 1.057
19 C 1.20768 -0.98794 -4.22507  C17 1.569, C18 1.549, H34 1.153, H35 1.096
20 S -0.25811 -0.95290 0.52976  O1 1.450, O2 1.459, C13 1.862, N15 1.612
21 H -2.67002 -1.67234 5.01164  C8 1.109
22 H 0.72789 0.91923 5.00741  C9 1.104
23 H -2.59886 -1.85351 2.49613  C10 1.089
24 H 0.97533 0.54148 2.49184  C11 1.051
25 H -0.52235 0.77769 6.78064  N14 1.030
26 H -2.20631 0.19853 6.69578  N14 1.007
27 H -0.92283 1.14335 0.78367  N15 0.981
28 H 2.29020 1.52172 -4.45250  C16 1.095
29 H 0.81404 2.52071 -4.75852  C16 1.112
30 H -0.22851 -1.48151 -2.68062  C17 1.110
31 H 1.55719 -1.54060 -2.19246  C17 1.129
32 H -0.54825 0.18375 -4.89168  C18 1.111
33 H 0.79960 0.13822 -5.97315  C18 1.057
34 H 0.83608 -1.89885 -4.82711  C19 1.153
35 H 2.29895 -0.98388 -4.33203  C19 1.096

Atomic partial charges in e from the Mulliken method, atoms 1 to 8: atom 1 (O): -0.60, atom 2 (O): -0.67, atom 3 (N): -0.76, atom 4 (O): -0.26, atom 5 (C): -0.05, atom 6 (C): -0.19, atom 7 (C): 0.94, atom 8 (C): -0.63

Here is one molecule with the formula C13H15N5O from OMol25. Energies are from wB97M-V/def2-TZVPD.

## Properties
- structure (SMILES) = [H]/N=C(\C(C#N)=N\Nc1ccccc1)N1CCOCC1
- Kohn-Sham gap (eV) = 7.77
- E_HOMO (eV) = -8.45
- net charge = 0
- E_LUMO (Eh) = -0.02494
- relative energy (zero: lowest compared OMol25 entry of this formula, charge and spin) (eV) = 1.994

Last columns: bonded neighbours and bond lengths (Å).
Cartesian coordinates (Å):
1 N 2.64756 -0.74827 -0.25759  C2 1.180
2 C 1.48650 -0.85434 -0.07470  N1 1.180, C7 1.432
3 N -1.53892 -2.76756 0.37554  C6 1.293, H20 1.019
4 N -0.57448 -0.21098 0.99587  C7 1.334, N14 1.376
5 O 0.53235 -4.16468 -3.93984  C16 1.450, C17 1.474
6 C -0.64921 -2.20980 -0.37854  N3 1.293, C7 1.499, N15 1.433
7 C 0.08657 -1.02526 0.17176  C2 1.432, N4 1.334, C6 1.499
8 C -1.89137 3.45712 4.30886  C9 1.406, C10 1.384, H21 1.098
9 C -0.50796 3.61475 4.11162  C8 1.406, C11 1.427, H22 1.094
10 C -2.60066 2.47848 3.63358  C8 1.384, C12 1.396, H23 1.049
11 C 0.13901 2.70492 3.22202  C9 1.427, C13 1.416, H24 1.100
12 C -1.95194 1.61603 2.74804  C10 1.396, C13 1.389, H25 1.082
13 C -0.58565 1.71167 2.51961  C11 1.416, C12 1.389, N14 1.402
14 N 0.05106 0.84144 1.62354  N4 1.376, C13 1.402, H26 1.025
15 N -0.48784 -2.79205 -1.67791  C6 1.433, C18 1.499, C19 1.483
16 C 1.22579 -2.99168 -3.44386  O5 1.450, C18 1.521, H27 1.109, H28 1.134
17 C -0.14355 -4.95843 -2.89788  O5 1.474, C19 1.542, H29 1.111, H30 1.079
18 C 0.20186 -2.07162 -2.79739  N15 1.499, C16 1.521, H31 1.082, H32 1.100
19 C -1.10025 -4.08745 -2.05932  N15 1.483, C17 1.542, H33 1.089, H34 1.100
20 H -1.70261 -2.34984 1.29035  N3 1.019
21 H -2.41872 4.12103 5.00694  C8 1.098
22 H 0.06457 4.40806 4.60222  C9 1.094
23 H -3.63616 2.40629 3.78644  C10 1.049
24 H 1.21797 2.77067 3.01623  C11 1.100
25 H -2.56105 0.88818 2.22783  C12 1.082
26 H 1.07531 0.86235 1.64314  N14 1.025
27 H 1.67042 -2.50385 -4.33455  C16 1.109
28 H 2.05156 -3.30477 -2.73303  C16 1.134
29 H -0.71926 -5.80375 -3.33158  C17 1.111
30 H 0.63147 -5.32891 -2.24416  C17 1.079
31 H 0.71054 -1.17227 -2.47720  C18 1.082
32 H -0.52383 -1.66802 -3.51892  C18 1.100
33 H -2.00823 -3.89367 -2.62853  C19 1.089
34 H -1.37686 -4.70918 -1.19569  C19 1.100

Atomic partial charges in e from the Mulliken method, atoms 1 to 8: atom 1 (N): -0.50, atom 2 (C): -0.01, atom 3 (N): -0.74, atom 4 (N): -0.49, atom 5 (O): -0.38, atom 6 (C): 0.68, atom 7 (C): 0.39, atom 8 (C): -0.33

Here is one molecule with the formula C13H15NO4 from OMol25. Energies are from wB97M-V/def2-TZVPD.

## Properties
- structure (SMILES) = O=C(O)COCC(=O)Nc1ccc2c(c1)CCC2
- Kohn-Sham gap (eV) = 8.93
- E_HOMO (eV) = -8.28
- net charge = 0
- E_LUMO (Eh) = 0.02390
- relative energy (zero: lowest compared OMol25 entry of this formula, charge and spin) (eV) = 0.273

Last columns: bonded neighbours and bond lengths (Å).
Cartesian coordinates (Å):
1 O 4.39722 -0.67832 2.76328  C2 1.202
2 C 3.78583 -1.42270 3.48285  O1 1.202, O3 1.338, C5 1.514
3 O 3.78638 -1.29326 4.81508  C2 1.338, H4 0.971
4 H 4.33104 -0.53463 5.08136  O3 0.971
5 C 2.90410 -2.57935 3.06193  C2 1.514, O6 1.406, H32 1.092, H33 1.099
6 O 3.03841 -2.97935 1.72026  C5 1.406, C7 1.409
7 C 2.67078 -2.03245 0.74334  O6 1.409, C8 1.533, H30 1.094, H31 1.099
8 C 1.19918 -1.60397 0.78906  C7 1.533, O9 1.211, N10 1.360
9 O 0.41787 -1.97856 1.63502  C8 1.211
10 N 0.90616 -0.74427 -0.22289  C8 1.360, C11 1.404, H29 1.011
11 C -0.30498 -0.09921 -0.51952  N10 1.404, C12 1.390, C16 1.397
12 C -1.47108 -0.31892 0.20484  C11 1.390, C13 1.387, H28 1.076
13 C -2.63982 0.34771 -0.13299  C12 1.387, C14 1.379, H27 1.080
14 C -2.63999 1.22645 -1.19609  C13 1.379, C15 1.393, C24 1.500
15 C -1.47243 1.44475 -1.92428  C14 1.393, C16 1.377, C18 1.500
16 C -0.30567 0.79216 -1.59533  C11 1.397, C15 1.377, H17 1.082
17 H 0.60087 0.96171 -2.16073  C16 1.082
18 C -1.71228 2.44588 -3.01542  C15 1.500, H19 1.094, H20 1.090, C21 1.537
19 H -1.31654 3.41936 -2.71197  C18 1.094
20 H -1.23419 2.16854 -3.95489  C18 1.090
21 C -3.24508 2.48674 -3.12367  C18 1.537, H22 1.091, H23 1.089, C24 1.537
22 H -3.57364 1.76026 -3.86848  C21 1.091
23 H -3.61298 3.46737 -3.42115  C21 1.089
24 C -3.76036 2.06357 -1.73852  C14 1.500, C21 1.537, H25 1.094, H26 1.090
25 H -3.91171 2.93538 -1.09545  C24 1.094
26 H -4.70369 1.52039 -1.79207  C24 1.090
27 H -3.54027 0.17025 0.43587  C13 1.080
28 H -1.46066 -1.01111 1.02896  C12 1.076
29 H 1.66381 -0.50487 -0.84826  N10 1.011
30 H 2.86973 -2.53187 -0.20937  C7 1.094
31 H 3.30154 -1.13580 0.81480  C7 1.099
32 H 3.16763 -3.45504 3.65958  C5 1.092
33 H 1.86483 -2.30683 3.29483  C5 1.099

Atomic partial charges in e from the Mulliken method, atoms 1 to 8: atom 1 (O): -0.58, atom 2 (C): 0.66, atom 3 (O): -0.46, atom 4 (H): 0.35, atom 5 (C): -0.41, atom 6 (O): -0.41, atom 7 (C): -0.83, atom 8 (C): 0.83

Here is one molecule with the formula C13H15NS from OMol25. Energies are from wB97M-V/def2-TZVPD.

## Properties
- structure (SMILES) = Cc1ccc(-c2ccccc2)n1CCS
- Kohn-Sham gap (eV) = 8.24
- E_HOMO (eV) = -7.60
- net charge = 0
- E_LUMO (Eh) = 0.02349
- relative energy (zero: lowest compared OMol25 entry of this formula, charge and spin) (eV) = 2.002

Last columns: bonded neighbours and bond lengths (Å).
Cartesian coordinates (Å):
1 S 1.75593 -2.85156 -0.30679  C14 1.832, H16 1.338
2 C -0.55457 3.00751 -0.15410  C3 1.457, C4 1.408, H17 1.112
3 C 0.40668 3.10891 -1.24448  C2 1.457, C5 1.361, H18 1.196
4 C -0.59311 1.67739 0.30640  C2 1.408, C11 1.457, N12 1.388
5 C 0.73566 1.80323 -1.44279  C3 1.361, N12 1.409, C13 1.566
6 C -3.03342 0.66145 3.63063  C7 1.429, C8 1.432, H19 1.078
7 C -1.78102 0.05098 3.31085  C6 1.429, C9 1.330, H20 1.086
8 C -3.61525 1.50694 2.63200  C6 1.432, C10 1.391, H21 1.145
9 C -1.10695 0.32612 2.19774  C7 1.330, C11 1.425, H22 1.148
10 C -2.83815 1.87018 1.53732  C8 1.391, C11 1.377, H23 1.141
11 C -1.58082 1.34980 1.32645  C4 1.457, C9 1.425, C10 1.377
12 N 0.06710 0.87828 -0.61630  C4 1.388, C5 1.409, C15 1.510
13 C 1.94092 1.57974 -2.41697  C5 1.566, H24 1.066, H25 1.114, H26 1.088
14 C 1.45985 -1.14436 -0.90113  S1 1.832, C15 1.549, H27 1.171, H28 1.114
15 C 0.00694 -0.60883 -0.86982  N12 1.510, C14 1.549, H29 1.104, H30 1.061
16 H 1.64900 -2.62245 1.00677  S1 1.338
17 H -1.04619 3.93639 0.20867  C2 1.112
18 H 1.00442 4.04571 -1.68629  C3 1.196
19 H -3.59479 0.36331 4.50155  C6 1.078
20 H -1.23900 -0.62618 3.96359  C7 1.086
21 H -4.67271 1.94611 2.64402  C8 1.145
22 H -0.02524 -0.05233 2.12234  C9 1.148
23 H -3.16269 2.63780 0.75773  C10 1.141
24 H 1.68687 0.83750 -3.13929  C13 1.066
25 H 2.82187 1.28800 -1.80040  C13 1.114
26 H 2.14566 2.49106 -2.97504  C13 1.088
27 H 2.13924 -0.45012 -0.24786  C14 1.171
28 H 1.80910 -1.07784 -1.95705  C14 1.114
29 H -0.55735 -1.07686 -0.04381  C15 1.104
30 H -0.46219 -0.80694 -1.80070  C15 1.061

Atomic partial charges in e from the Mulliken method, atoms 1 to 8: atom 1 (S): -0.19, atom 2 (C): -0.67, atom 3 (C): -0.73, atom 4 (C): 0.00, atom 5 (C): 0.75, atom 6 (C): -0.67, atom 7 (C): -0.33, atom 8 (C): -0.36

Please write out number 3 again, unchanged.
Here is one molecule with the formula C13H15NO4 from OMol25. Energies are from wB97M-V/def2-TZVPD.

## Properties
- structure (SMILES) = O=C(O)COCC(=O)Nc1ccc2c(c1)CCC2
- Kohn-Sham gap (eV) = 8.93
- E_HOMO (eV) = -8.28
- net charge = 0
- E_LUMO (Eh) = 0.02390
- relative energy (zero: lowest compared OMol25 entry of this formula, charge and spin) (eV) = 0.273

Last columns: bonded neighbours and bond lengths (Å).
Cartesian coordinates (Å):
1 O 4.39722 -0.67832 2.76328  C2 1.202
2 C 3.78583 -1.42270 3.48285  O1 1.202, O3 1.338, C5 1.514
3 O 3.78638 -1.29326 4.81508  C2 1.338, H4 0.971
4 H 4.33104 -0.53463 5.08136  O3 0.971
5 C 2.90410 -2.57935 3.06193  C2 1.514, O6 1.406, H32 1.092, H33 1.099
6 O 3.03841 -2.97935 1.72026  C5 1.406, C7 1.409
7 C 2.67078 -2.03245 0.74334  O6 1.409, C8 1.533, H30 1.094, H31 1.099
8 C 1.19918 -1.60397 0.78906  C7 1.533, O9 1.211, N10 1.360
9 O 0.41787 -1.97856 1.63502  C8 1.211
10 N 0.90616 -0.74427 -0.22289  C8 1.360, C11 1.404, H29 1.011
11 C -0.30498 -0.09921 -0.51952  N10 1.404, C12 1.390, C16 1.397
12 C -1.47108 -0.31892 0.20484  C11 1.390, C13 1.387, H28 1.076
13 C -2.63982 0.34771 -0.13299  C12 1.387, C14 1.379, H27 1.080
14 C -2.63999 1.22645 -1.19609  C13 1.379, C15 1.393, C24 1.500
15 C -1.47243 1.44475 -1.92428  C14 1.393, C16 1.377, C18 1.500
16 C -0.30567 0.79216 -1.59533  C11 1.397, C15 1.377, H17 1.082
17 H 0.60087 0.96171 -2.16073  C16 1.082
18 C -1.71228 2.44588 -3.01542  C15 1.500, H19 1.094, H20 1.090, C21 1.537
19 H -1.31654 3.41936 -2.71197  C18 1.094
20 H -1.23419 2.16854 -3.95489  C18 1.090
21 C -3.24508 2.48674 -3.12367  C18 1.537, H22 1.091, H23 1.089, C24 1.537
22 H -3.57364 1.76026 -3.86848  C21 1.091
23 H -3.61298 3.46737 -3.42115  C21 1.089
24 C -3.76036 2.06357 -1.73852  C14 1.500, C21 1.537, H25 1.094, H26 1.090
25 H -3.91171 2.93538 -1.09545  C24 1.094
26 H -4.70369 1.52039 -1.79207  C24 1.090
27 H -3.54027 0.17025 0.43587  C13 1.080
28 H -1.46066 -1.01111 1.02896  C12 1.076
29 H 1.66381 -0.50487 -0.84826  N10 1.011
30 H 2.86973 -2.53187 -0.20937  C7 1.094
31 H 3.30154 -1.13580 0.81480  C7 1.099
32 H 3.16763 -3.45504 3.65958  C5 1.092
33 H 1.86483 -2.30683 3.29483  C5 1.099

Atomic partial charges in e from the Mulliken method, atoms 1 to 8: atom 1 (O): -0.58, atom 2 (C): 0.66, atom 3 (O): -0.46, atom 4 (H): 0.35, atom 5 (C): -0.41, atom 6 (O): -0.41, atom 7 (C): -0.83, atom 8 (C): 0.83